1.
Below is a 2-piece molecular cluster, C16H25N3O7 overall at a distorted geometry, with properties calculated with ωB97M-V/def2-TZVPD.

Results
HOMO, eV: -8.13
LUMO energy, eV: -0.15
Orbital gap, hartree: 0.2935

Geometry as ORCA input:
```
! wB97M-V def2-TZVPD RIJCOSX def2/J DEFGRID3
* xyz 0 1
O 2.38084 -3.53342 1.76728
O -4.01398 -1.38807 -0.13826
O -1.00741 -3.65425 4.44482
O -2.62284 -0.61935 -1.65634
O 5.23432 2.05635 -2.91757
O 4.09224 4.56080 -3.07289
O -0.86236 1.89073 -4.68119
C 1.56704 -2.90800 2.42955
C -2.86153 -1.19468 -0.56940
C -1.23776 -2.51657 4.04414
C 3.06130 1.04204 -3.21718
C 1.67734 1.18610 -3.38457
C 1.92779 3.59094 -3.34141
C 3.87923 2.17281 -3.10606
C 3.30451 3.44831 -3.17735
C 1.09569 2.46531 -3.43771
N -1.89155 -1.61822 4.79324
N 0.29295 -2.85696 2.05328
C 2.02653 -2.15313 3.66032
C -2.39191 -1.89618 6.13674
C -1.64622 -1.55222 0.29266
C -0.39238 2.64773 -3.56178
C -2.00814 -2.03126 1.70578
C -1.09810 2.16786 -2.28685
C -0.79143 -2.05373 2.64497
N -2.49660 1.82886 -2.61702
H 5.48208 1.12466 -2.79762
H 5.01732 4.27154 -2.97025
H -0.22105 1.97383 -5.41355
H 3.48419 0.04408 -3.16527
H 1.05173 0.29809 -3.46029
H 1.52316 4.59846 -3.37971
H -2.09730 -0.71954 4.38633
H 0.05296 -3.45621 1.27941
H 1.80175 -1.09560 3.55312
H 1.52606 -2.56482 4.53526
H 3.10090 -2.29043 3.77023
H -1.57782 -2.27331 6.75925
H -2.80367 -0.99112 6.58496
H -3.16898 -2.66144 6.08188
H -1.01622 -0.66325 0.38203
H -1.06545 -2.32651 -0.21303
H -0.62558 3.70731 -3.72367
H -2.44723 -3.02827 1.64747
H -2.74387 -1.34773 2.13154
H -1.02341 2.93018 -1.50207
H -0.58296 1.26961 -1.91988
H -0.43851 -1.02811 2.74083
H -3.15390 2.53578 -2.31013
H -2.73630 0.91856 -2.17506
H -2.55548 1.69246 -3.62896
*
```

Atom charges from the natural (NBO) analysis, given in e for atoms 1 to 4: atom 1 (O): -0.641, atom 2 (O): -0.713, atom 3 (O): -0.630, atom 4 (O): -0.855


2.
Below is C16H25N5 as an isolated structure at a distorted geometry, with properties calculated with ωB97M-V/def2-TZVPD.

Results
HOMO, eV: -7.63
LUMO energy, eV: 0.61
Orbital gap, hartree: 0.3028

Geometry as ORCA input:
```
! wB97M-V def2-TZVPD RIJCOSX def2/J DEFGRID3
* xyz 0 1
C 5.10870 1.20550 -1.31247
N 4.78018 0.72850 -0.10516
C 3.62916 0.08439 -0.02967
C 2.94650 -0.32768 1.21284
C 1.77960 -1.25112 1.18130
C 1.08598 -1.68459 0.25715
C 1.62280 -1.44742 -0.86270
C 2.82200 -0.51919 -1.26063
H 3.18623 -0.32461 -2.21700
H 1.28408 -1.76172 -1.92782
C -0.15641 -2.24625 0.31518
N -1.25454 -1.88558 -0.70465
H -1.79854 -2.91518 -0.84695
C -1.85931 -0.68645 -0.22041
C -1.02578 0.47863 -0.53030
N -1.89367 1.65649 -0.05163
C -2.87969 1.56460 -1.08509
N -3.84547 0.52822 -0.93071
C -2.94586 -0.52876 -1.32008
H -2.69248 -0.56522 -2.16058
H -3.77878 -1.49291 -1.25469
C -4.44409 0.64685 0.50539
N -3.27542 0.59870 1.40590
C -2.45470 1.68237 1.33556
H -2.97162 2.71462 1.09518
H -1.49398 1.60239 1.88016
C -2.48754 -0.92425 1.16010
H -1.68025 -0.59748 1.89546
H -3.24284 -1.63274 1.42708
H -4.87749 1.41978 0.59323
H -4.96713 -0.20832 0.41203
H -2.53079 1.71628 -2.27470
H -3.46344 2.68065 -0.95472
H -0.60567 0.41305 -1.42692
H -0.23345 0.42912 0.32721
H -0.38268 -2.30854 1.38425
H 0.17922 -3.45452 -0.20352
H 1.33442 -1.25164 2.57843
H 3.30408 0.13210 2.16604
C 4.99211 1.58221 1.15022
H 5.44344 0.67710 2.01367
H 4.23200 2.24330 1.67790
H 5.91340 1.95668 0.82135
H 4.25425 1.69279 -1.85967
H 5.86442 1.84946 -1.35678
H 5.43927 0.29414 -2.06085
*
```

Atom charges from the natural (NBO) analysis, given in e for atoms 1 to 4: atom 1 (C): -0.378, atom 2 (N): -0.438, atom 3 (C): 0.213, atom 4 (C): -0.324


3.
Below is C16H25N7Tm as an isolated structure at a distorted geometry, with properties calculated with ωB97M-V/def2-TZVPD.

Results
HOMO (alpha / beta), eV: -17.45 / -17.44
LUMO energy (alpha / beta), eV: -10.68 / -13.13
Orbital gap (alpha / beta), hartree: 0.2489 / 0.1584
Energy relative to the best compared isomer or geometry (same formula, charge and spin), kJ/mol: 926.7

Geometry as ORCA input:
```
! wB97M-V def2-TZVPD RIJCOSX def2/J DEFGRID3
* xyz 3 3
C -1.82428 2.57236 -3.68793
C -2.70468 1.32636 -3.54715
C -2.18472 0.34419 -2.44025
N -0.70498 0.57882 -2.28738
C -0.11024 -0.41918 -1.40289
C -0.68944 -0.62396 -0.05693
C -0.10299 -1.52623 0.75615
C -0.64773 -1.70901 2.15764
C 0.07161 -0.69003 3.14703
C -0.81600 0.43425 3.73261
C -0.79756 1.78489 2.98452
N 0.55190 2.38164 2.83769
C 1.07333 2.45813 1.50642
N 0.51609 2.99465 0.54446
N 2.36796 1.90201 1.31972
C 1.03217 -2.30815 0.36216
N 1.52579 -3.16213 1.27678
C 2.55733 -3.81112 0.84508
C 3.14451 -3.62642 -0.42075
N 2.69374 -2.77807 -1.28563
C 1.59607 -2.12370 -0.87872
C 1.04058 -1.17717 -1.76709
N 1.63415 -0.96919 -2.98368
H -0.92776 2.29466 -4.23322
H -2.33304 3.33536 -4.26266
H -1.52657 2.97503 -2.72818
H -3.71151 1.62674 -3.27374
H -2.74070 0.75498 -4.46994
H -2.73133 0.50976 -1.51127
H -2.28636 -0.71180 -2.85840
H -0.34039 0.34989 -3.20973
H -1.54755 -0.07291 0.28336
H -1.72135 -1.53744 2.13973
H -0.49041 -2.72419 2.49739
H 0.89115 -0.21282 2.61339
H 0.48733 -1.30629 3.93540
H -0.46929 0.62722 4.74433
H -1.85460 0.12495 3.79572
H -1.37744 2.47825 3.59409
H -1.31897 1.74696 2.03661
H 0.54432 3.34524 3.20013
H -0.38995 3.38334 0.83478
H 2.35143 0.88709 1.41552
H 2.94976 2.26208 2.08225
H 3.01140 -4.52661 1.51416
H 4.02537 -4.19246 -0.68221
H 2.64450 -1.05817 -2.89961
H 1.50167 -0.01255 -3.29419
Tm -1.86235 -2.19928 -1.97558
*
```

Atom charges from the natural (NBO) analysis, given in e for atoms 1 to 4: atom 1 (C): -0.604, atom 2 (C): -0.403, atom 3 (C): -0.183, atom 4 (N): -0.559


4.
Below is a single C16H25NO3 molecule, with properties calculated with ωB97M-V/def2-TZVPD.

Results
HOMO, eV: -7.97
LUMO energy, eV: 0.81
Orbital gap, hartree: 0.3228
Structure (SMILES): COc1cccc(OC)c1OCCCCN1CCCC1
Energy relative to the best compared isomer or geometry (same formula, charge and spin), kJ/mol: 301.3

Geometry as ORCA input:
```
! wB97M-V def2-TZVPD RIJCOSX def2/J DEFGRID3
* xyz 0 1
C -3.53519 -2.66739 -0.16701
O -3.96472 -1.47877 -0.79123
C -3.40931 -0.27054 -0.49544
C -4.04334 0.80026 -1.13098
C -3.61398 2.09164 -0.94059
C -2.55980 2.35481 -0.08197
C -1.92516 1.31170 0.57418
O -0.90976 1.49200 1.47720
C -0.41971 2.79011 1.68866
C -2.31703 -0.02440 0.34594
O -1.67771 -1.07315 0.96496
C -0.25452 -1.06196 0.97464
C 0.26132 -2.46572 0.66568
C 1.78796 -2.53509 0.68620
C 2.44834 -1.84578 -0.51089
N 2.25667 -0.41481 -0.51810
C 3.00111 0.31581 0.49971
C 3.23086 1.72417 -0.07385
C 2.49512 1.70636 -1.41655
C 2.53167 0.23014 -1.78733
H -3.53314 -2.57603 0.92003
H -4.25932 -3.42387 -0.47233
H -2.53935 -2.96434 -0.50326
H -4.87227 0.57191 -1.78092
H -4.10577 2.90689 -1.44827
H -2.25189 3.37452 0.08039
H 0.39372 2.68113 2.40509
H -1.18467 3.44943 2.11219
H -0.03052 3.23205 0.76519
H 0.09029 -0.75068 1.96747
H 0.13667 -0.36694 0.23043
H -0.10191 -2.77147 -0.31774
H -0.14734 -3.15875 1.40415
H 2.16023 -2.09702 1.61322
H 2.09009 -3.58474 0.66919
H 3.52597 -2.10506 -0.51804
H 2.00710 -2.24026 -1.43076
H 2.41319 0.34525 1.42014
H 3.96241 -0.17474 0.72323
H 4.29550 1.90076 -0.22977
H 2.85335 2.50112 0.58838
H 1.45860 2.01713 -1.28534
H 2.96333 2.34314 -2.16453
H 1.76986 -0.04601 -2.51926
H 3.52307 -0.04281 -2.19209
*
```

Atom charges from the natural (NBO) analysis, given in e for atoms 1 to 4: atom 1 (C): -0.236, atom 2 (O): -0.496, atom 3 (C): 0.265, atom 4 (C): -0.269


Molecular weight for the records above, in order: 371.390; 287.411; 484.359; 279.380 g mol⁻¹